A cluster of 2 separate species, C19H40BBrN4O4PS in total, computed with ωB97M-V with the def2-TZVPD basis set.

Positions of all 71 atoms, in Å:
Br1 -2.07 -3.87 -1.58
S1 2.33 1.54 3.32
P1 -3.91 -0.49 0.32
O1 1.74 4.05 2.46
O2 -4.78 -1.65 1.06
O3 4.96 0.63 -1.21
O4 1.15 0.72 -2.46
N1 2.93 4.20 0.63
N2 1.47 -1.60 -1.64
N3 -2.34 -1.43 0.50
N4 3.12 2.93 1.18
C1 6.27 0.15 -1.49
C2 0.27 -0.18 0.78
C3 -0.39 2.47 -0.34
C4 -0.73 -0.10 1.93
C5 -3.14 -0.04 -3.14
C6 -1.32 -1.36 -0.62
C7 -3.89 0.81 1.61
C8 -1.03 -2.65 2.25
C9 -1.15 1.22 -0.83
C10 2.76 -1.53 -0.89
C11 -0.44 -0.12 -0.59
C12 2.11 4.79 1.41
C13 0.00 -0.02 3.29
C14 -1.66 -1.30 1.87
C15 1.77 -1.97 -3.04
C16 2.40 2.89 2.25
C17 -1.82 -1.93 -1.94
C18 0.53 1.40 3.58
C19 -3.08 -1.49 -2.69
B1 0.79 -0.30 -1.61
H1 -0.61 -2.13 -0.32
H2 -0.67 -0.32 4.09
H3 -2.25 0.27 -3.69
H4 -1.27 1.35 -1.90
H5 3.50 -2.16 -1.37
H6 0.05 2.14 2.94
H7 2.60 -1.37 -3.44
H8 -3.98 -1.75 -2.14
H9 -3.12 -2.11 -3.58
H10 1.75 5.79 1.25
H11 6.90 0.93 -1.93
H12 0.91 -1.83 -3.68
H13 -0.83 -3.27 1.38
H14 3.16 -0.51 -0.88
H15 0.67 2.31 -0.22
H16 0.86 -0.69 3.26
H17 2.64 -1.86 0.13
H18 2.08 -3.01 -3.07
H19 -2.47 -1.15 2.58
H20 5.03 1.36 -0.58
H21 -3.23 0.66 2.45
H22 -0.84 2.87 0.57
H23 -2.65 -2.41 0.49
H24 -3.32 0.64 -2.33
H25 0.77 -1.14 0.86
H26 -5.50 -1.26 1.58
H27 0.32 1.70 4.60
H28 6.75 -0.23 -0.58
H29 -0.49 3.25 -1.09
H30 -1.00 -1.93 -2.65
H31 1.96 1.17 -2.18
H32 6.18 -0.67 -2.20
H33 -1.27 0.84 1.83
H34 -2.15 1.28 -0.41
H35 -1.72 -3.21 2.87
H36 1.06 0.56 0.86
H37 -3.99 0.06 -3.81
H38 -3.69 1.77 1.15
H39 -4.90 0.83 2.02
H40 -0.10 -2.53 2.79

Summary:
**E_tot**: -4606.15559 Ha
**Total charge**: +1
**LUMO energy**: -2.31 eV
**Energy relative to the best compared isomer or geometry (same formula, charge and spin)**: 0.0 kJ/mol

A cluster of 4 separate species, C19H40BNO14 in total, computed with ωB97M-V with the def2-TZVPD basis set.

Positions of all 75 atoms, in Å:
O1 2.30 -1.64 -1.55
O2 6.68 -0.88 5.18
O3 -10.02 -0.03 -4.88
O4 -5.87 2.19 -5.41
O5 0.46 -1.74 -0.35
O6 -6.46 0.30 -6.94
O7 8.16 -2.08 6.28
O8 3.19 3.81 4.33
O9 -8.32 1.55 -6.07
O10 2.29 -0.66 0.53
O11 8.75 -1.20 4.24
O12 2.58 3.17 2.31
O13 -8.36 1.41 -3.54
O14 1.95 1.88 4.11
N1 -5.39 1.60 -4.30
C1 3.24 3.62 5.75
C2 9.44 -2.71 6.34
C3 -12.23 -0.77 -3.68
C4 -1.95 -0.53 -3.88
C5 4.31 2.60 6.11
C6 2.51 2.86 3.63
C7 -0.22 -1.50 0.87
C8 -3.07 0.62 -3.46
C9 1.98 2.20 1.46
C10 -10.72 -0.07 -3.58
C11 5.89 -1.06 2.89
C12 1.74 -1.28 -0.37
C13 -6.84 1.33 -6.13
C14 3.67 -1.26 -1.73
C15 6.27 -0.13 4.03
C16 4.59 -2.22 -1.00
C17 -4.29 0.60 -4.59
C18 7.95 -1.36 5.14
C19 -2.63 -2.05 -3.72
B1 -8.89 0.96 -4.84
H1 -3.55 0.23 -2.44
H2 9.48 -3.53 5.61
H3 -12.26 -1.80 -3.09
H4 2.26 3.33 6.14
H5 -3.13 -2.32 -4.74
H6 4.06 1.61 5.72
H7 -10.08 -0.62 -2.75
H8 -10.93 1.03 -3.17
H9 5.14 -1.79 3.22
H10 -3.36 -2.08 -2.81
H11 10.24 -1.99 6.15
H12 -1.73 -0.40 -5.04
H13 6.75 -1.64 2.54
H14 -3.84 0.75 -5.67
H15 -4.79 -0.48 -4.58
H16 -12.59 -0.90 -4.80
H17 4.42 2.52 7.20
H18 -8.16 2.41 -3.65
H19 5.64 -1.99 -1.22
H20 4.38 -3.25 -1.30
H21 5.27 2.88 5.67
H22 3.50 4.58 6.19
H23 5.48 -0.50 2.05
H24 -0.96 -0.46 -3.23
H25 3.83 -0.22 -1.41
H26 2.58 1.28 1.46
H27 7.05 0.57 3.72
H28 4.44 -2.17 0.08
H29 -1.27 -1.77 0.74
H30 -0.18 -0.44 1.15
H31 0.95 1.98 1.77
H32 -2.59 1.69 -3.32
H33 0.20 -2.13 1.66
H34 -1.74 -2.78 -3.49
H35 5.40 0.46 4.32
H36 -4.95 2.31 -3.65
H37 -13.02 -0.03 -3.18
H38 9.57 -3.12 7.34
H39 1.96 2.60 0.45
H40 3.87 -1.30 -2.80

Summary:
**E_tot**: -1880.80952 Ha
**SMILES**: CCCCNOC(=O)OB(O)OCC.CCOC(=O)OC.CCOC(=O)OC.CCOC(=O)OC
**LUMO energy**: 0.07 eV

A cluster of 3 separate species, C19H40BrFO9S in total, computed with ωB97M-V with the def2-TZVPD basis set.

Positions of all 71 atoms, in Å:
Br1 -3.33 1.46 -0.27
S1 4.26 0.12 -0.52
F1 1.64 0.84 -2.53
O1 -2.96 -7.46 1.08
O2 2.16 8.16 0.23
O3 3.02 1.29 -0.51
O4 -2.60 -4.43 1.14
O5 -4.66 -5.77 -0.83
O6 5.60 0.79 -0.90
O7 4.36 -0.40 0.97
O8 1.17 5.76 1.84
O9 3.40 5.30 -0.21
C1 1.25 9.04 -0.40
C2 3.77 -1.33 -1.65
C3 4.59 4.59 0.08
C4 1.75 0.75 -1.04
C5 -1.56 -5.40 1.05
C6 -0.24 -1.06 -0.40
C7 -5.12 -6.84 0.00
C8 -2.60 -3.73 2.37
C9 2.23 -1.89 -1.31
C10 2.22 4.51 -0.04
C11 -4.27 -6.92 1.28
C12 -1.19 -0.25 -1.46
C13 2.01 8.11 1.65
C14 1.36 -0.74 -0.49
C15 -2.04 -6.66 0.32
C16 1.07 5.38 0.47
C17 2.23 6.68 2.17
C18 -4.79 -6.06 -2.21
C19 -2.75 -0.39 -0.88
H1 -4.24 -5.29 -2.77
H2 3.20 6.29 1.87
H3 4.59 -2.16 -1.56
H4 1.77 -0.80 0.63
H5 -2.54 -4.42 3.22
H6 1.29 8.86 -1.47
H7 -3.52 -0.70 -1.70
H8 0.90 1.49 -0.63
H9 1.68 -2.31 -2.26
H10 2.75 8.77 2.09
H11 0.15 4.78 0.40
H12 4.80 3.86 -0.70
H13 -3.54 -3.17 2.45
H14 -4.22 -5.97 1.80
H15 1.97 4.08 -1.01
H16 -6.16 -6.63 0.27
H17 -0.99 0.90 -1.53
H18 5.41 5.31 0.12
H19 -1.17 -0.75 -2.53
H20 1.52 10.08 -0.20
H21 -4.35 -7.03 -2.46
H22 -5.84 -6.02 -2.51
H23 0.22 8.84 -0.06
H24 1.01 8.45 1.95
H25 -1.18 -5.68 2.04
H26 4.53 4.10 1.06
H27 -0.61 -0.94 0.73
H28 -0.39 -2.22 -0.64
H29 3.72 -0.92 -2.77
H30 -4.77 -7.62 1.96
H31 -2.44 -6.43 -0.66
H32 2.24 6.73 3.26
H33 -2.78 -1.05 0.10
H34 0.91 6.24 -0.17
H35 -0.74 -4.94 0.48
H36 -1.76 -3.02 2.40
H37 -5.07 -7.80 -0.53
H38 -1.17 -7.30 0.15
H39 2.40 3.70 0.68
H40 2.41 -2.76 -0.52

Summary:
**E_tot**: -4496.85024 Ha
**SMILES**: O=S1(=O)CC[C@H](CCCBr)[C@H](F)O1.COCCOCCOC.COCCOCCOC
**LUMO energy**: 0.19 eV